Record 1
{"formula": "C19H30N4O5", "method": "ωB97M-V/def2-TZVPD", "symbols": ["O", "O", "O", "O", "O", "N", "N", "N", "N", "C", "C", "C", "C", "C", "C", "C", "C", "C", "C", "C", "C", "C", "C", "C", "C", "C", "C", "C", "H", "H", "H", "H", "H", "H", "H", "H", "H", "H", "H", "H", "H", "H", "H", "H", "H", "H", "H", "H", "H", "H", "H", "H", "H", "H", "H", "H", "H", "H"], "positions_angstrom": [[4.13333, 1.77603, 2.14571], [-3.26227, 0.28481, -3.17109], [-4.42317, 3.06868, 1.25296], [0.58482, -1.63883, -1.50288], [0.96141, 0.50750, -1.48199], [-3.15522, 1.64763, 0.15693], [5.67494, 0.32749, 2.91791], [-2.75670, 2.38863, -2.58456], [1.31067, -0.66301, -1.28815], [-2.54850, -1.13510, 0.93347], [6.11827, 1.14398, 4.04731], [-2.91247, 1.08575, -2.31270], [3.04770, -0.03538, 0.28388], [-4.55729, -1.15616, -0.61964], [-4.32698, 2.26329, 0.34181], [-2.93934, 2.99293, -3.90310], [2.59776, -0.88703, -0.74687], [4.70535, -2.09288, -0.56041], [-5.54034, 2.02223, -0.53718], [5.11743, -1.25451, 0.47766], [-4.82004, -2.66575, -0.66793], [4.29076, -0.20949, 0.91687], [-2.69429, 0.66246, -0.84662], [-3.06084, -0.80080, -0.48319], [4.69241, 0.69554, 2.01242], [3.45889, -1.92702, -1.18253], [3.10317, -2.85817, -2.31913], [5.81327, 0.42254, 5.35483], [6.09500, -1.41716, 0.92242], [-5.26882, 1.71527, -1.54009], [-3.80571, 2.54906, -4.39922], [4.73778, 0.24293, 5.44802], [-4.95470, -0.73001, -1.53952], [-4.23608, -3.11811, -1.46970], [2.38207, -3.60776, -1.97970], [2.40453, 0.77630, 0.62171], [3.98787, -3.37829, -2.69738], [5.62673, 2.12331, 4.05666], [6.33507, -0.53810, 5.39441], [-5.10964, -0.73805, 0.22133], [-2.63853, -2.20444, 1.12151], [-3.09681, 4.06794, -3.80293], [-3.12142, -0.59505, 1.68831], [6.13823, 1.03097, 6.20406], [-2.50587, 2.99147, -1.81567], [7.19498, 1.32564, 3.96703], [-6.16689, 1.26269, -0.07684], [-4.55979, -3.13051, 0.28239], [5.37159, -2.88445, -0.89028], [-2.05494, 2.81243, -4.51725], [-2.50891, -1.43372, -1.18095], [-1.60853, 0.68577, -0.76079], [2.66386, -2.29679, -3.14931], [-6.10648, 2.95010, -0.59692], [6.04559, -0.61262, 2.83313], [-2.47962, 1.89383, 0.86360], [-1.49455, -0.86887, 1.02069], [-5.87871, -2.83911, -0.86248]], "homo_lumo_gap_ha": 0.3064, "de_lowest_kcal_mol": 61.7, "lumo_energy_ev": -0.89, "homo_ev": -9.231, "smiles": "CCNC(=O)c1ccc(C)c([N+](=O)[O-])c1.CC[C@H](C)[C@H](NC(C)=O)C(=O)NC", "total_energy_ev": -36386.4415}

---

Record 2
{"formula": "C19H30N6O6S2SiW", "method": "ωB97M-V/def2-TZVPD", "symbols": ["W", "S", "S", "Si", "O", "O", "O", "O", "O", "O", "N", "N", "N", "N", "N", "N", "C", "C", "C", "C", "C", "C", "C", "C", "C", "C", "C", "C", "C", "C", "C", "C", "C", "C", "C", "H", "H", "H", "H", "H", "H", "H", "H", "H", "H", "H", "H", "H", "H", "H", "H", "H", "H", "H", "H", "H", "H", "H", "H", "H", "H", "H", "H", "H", "H"], "positions_angstrom": [[0.46370, 0.21506, 0.10299], [0.17210, 2.78326, 0.76649], [-2.94410, 0.38156, 1.12899], [-1.79980, -1.99114, -1.61701], [2.14490, 1.13716, -0.61921], [-1.69870, 0.62806, 0.32689], [-0.23230, 2.43926, -3.33811], [1.53530, 0.36366, 1.74019], [-0.23970, -0.88234, 1.69149], [-0.17860, 1.07676, -1.55581], [1.07160, 0.60596, -3.37331], [1.68070, -0.41694, -2.62031], [2.67020, 2.26656, -0.02581], [0.25010, 0.29546, 2.12339], [1.73150, -1.51424, -0.06261], [-0.36090, -1.48764, -0.81181], [0.63780, -2.28314, -0.37561], [3.88620, 4.16246, 1.57769], [4.63200, 3.43186, 0.64429], [4.01940, 2.50596, -0.14401], [-1.33290, -3.17894, -3.05181], [1.88960, 3.02026, 0.83649], [-2.67730, -0.48154, -2.39201], [-3.08720, -2.88044, -0.49371], [-2.54970, 0.95106, 2.83179], [-3.76660, 1.69066, 3.38449], [3.98440, -1.16904, 0.73649], [0.64920, -3.66194, -0.16821], [1.78630, -4.25404, 0.37369], [0.17400, 1.46836, -2.74441], [2.89880, -3.46314, 0.67209], [2.50150, 3.96556, 1.62649], [2.84680, -2.10354, 0.45369], [-4.74280, 1.97576, 2.22889], [-3.94740, 1.91566, 0.93939], [-3.75220, -0.52884, -2.24191], [-4.26440, 1.09816, 4.15009], [4.36190, 4.86716, 2.23619], [3.79100, -3.91224, 1.08119], [1.80150, -5.31514, 0.57389], [-3.44260, 2.61946, 3.85179], [-0.23730, -4.23364, -0.38961], [1.74130, -1.25884, -3.18741], [-5.52080, 1.20976, 2.19789], [-1.23910, -4.20884, -2.72591], [4.52240, 1.92836, -0.90261], [-0.38810, -2.88724, -3.49971], [1.88210, 4.54936, 2.28599], [-1.67970, 1.59846, 2.70919], [-3.23720, 2.73516, 0.84089], [5.69420, 3.58356, 0.53819], [-5.23030, 2.94166, 2.35149], [4.90460, -1.70384, 0.96199], [-2.74710, -3.86454, -0.18701], [-3.31090, -2.32034, 0.41069], [1.55820, 0.99316, -4.17701], [3.73290, -0.51704, 1.57749], [-4.57090, 1.85916, 0.05169], [-2.32110, 0.45376, -1.96751], [-2.50540, -0.43054, -3.46431], [-2.26200, 0.09166, 3.43089], [4.13880, -0.52904, -0.13321], [2.61570, -0.15444, -2.29471], [-4.01580, -3.02104, -1.04051], [-2.08780, -3.15524, -3.83001]], "homo_lumo_gap_ha": [0.2160, 0.2296], "de_lowest_kcal_mol": 48.4, "lumo_energy_ev": [0.15, -1.44], "s2": 2.012, "homo_ev": [-5.732, -7.685], "total_energy_ev": -72785.9649, "spin_multiplicity": 3}

---

Record 3
{"formula": "C19H30O15", "method": "ωB97M-V/def2-TZVPD", "symbols": ["O", "O", "O", "O", "O", "O", "O", "O", "O", "O", "O", "O", "O", "O", "O", "C", "C", "C", "C", "C", "C", "C", "C", "C", "C", "C", "C", "C", "C", "C", "C", "C", "C", "C", "H", "H", "H", "H", "H", "H", "H", "H", "H", "H", "H", "H", "H", "H", "H", "H", "H", "H", "H", "H", "H", "H", "H", "H", "H", "H", "H", "H", "H", "H"], "positions_angstrom": [[0.66183, -8.18471, 1.10978], [-1.09958, 7.14268, 4.31152], [-1.37468, -5.92314, -7.70796], [-0.95391, -7.01642, 1.60740], [-1.02812, -5.79063, -5.48737], [-1.61797, 8.90535, 3.12859], [3.41355, 2.08009, 1.58511], [-3.27688, 7.42474, 3.66251], [-2.43174, 4.37250, -1.97493], [1.05058, -5.96467, 1.31247], [-1.27304, 5.13864, -0.26264], [3.79069, 0.58883, -0.16570], [-2.19688, 6.57075, -1.82771], [-2.37810, -4.49548, -6.34869], [2.37151, 0.13710, 1.41756], [-1.88867, 5.44486, -1.43675], [-0.36891, -4.37249, -3.54439], [-2.11910, 7.77915, 3.69131], [-0.19914, 9.08663, 3.46494], [-2.32055, -3.93307, -5.07691], [3.09996, -0.50752, -0.66746], [3.16821, 1.03925, 0.97185], [-1.48916, -5.00254, -4.40448], [0.31601, -6.95891, 1.37568], [0.07742, 7.81836, 4.29536], [-1.59424, -5.44964, -6.56938], [4.07683, -1.59690, -1.04877], [-1.64414, -5.88845, 2.09041], [-1.89819, 3.51900, 1.44978], [2.00947, -8.51150, 0.71685], [1.16120, 6.95683, 3.77957], [-2.18429, 3.22542, -1.19000], [2.43212, -1.04142, 0.61886], [-1.39973, 3.74356, 0.02647], [2.08379, 7.52826, 3.67753], [0.14276, -3.48903, -3.92622], [2.36311, -0.27671, -1.43680], [-1.54951, 2.57175, -1.78823], [-2.59468, 4.30428, 1.74361], [-2.67697, -6.20762, 2.23001], [-2.11523, -5.59866, -3.74059], [2.24033, -8.03469, -0.23576], [1.16485, 5.92824, 4.14028], [1.03621, 6.63940, 2.74433], [-2.37759, 2.55919, 1.64223], [4.49568, -1.38547, -2.03261], [3.48495, -2.49224, -1.23889], [-3.14286, 2.77652, -0.92975], [1.37803, -1.11294, 0.35081], [-0.39896, 3.32314, -0.07260], [2.82815, -1.90570, 1.15203], [2.36828, -9.53366, 0.59622], [-1.08361, 3.61413, 2.16777], [-0.01264, 10.08158, 3.86916], [-1.18365, -5.55953, 3.02200], [0.37400, -5.05011, -3.12363], [0.01138, 8.07504, 5.35264], [-3.30607, -4.00535, -4.61685], [-1.81797, -2.97583, -4.93841], [0.39653, 8.96205, 2.56065], [2.68606, -8.08316, 1.45635], [4.83985, -1.84981, -0.31261], [-0.90179, -4.10680, -2.63140], [-1.62481, -5.03247, 1.41587]], "homo_lumo_gap_ha": 0.3743, "lumo_energy_ev": -0.40, "homo_ev": -10.581, "smiles": "C[C@H]1COC(=O)O1.C[C@H]1COC(=O)O1.C[C@H]1COC(=O)O1.C[C@H]1COC(=O)O1.COC(=O)OC", "total_energy_ev": -50899.3222}

---

Record 4
{"formula": "C19H31AuNP2Se2", "method": "ωB97M-V/def2-TZVPD", "symbols": ["Au", "Se", "Se", "P", "P", "N", "C", "C", "C", "C", "C", "C", "C", "C", "C", "C", "C", "C", "C", "C", "C", "C", "C", "C", "C", "H", "H", "H", "H", "H", "H", "H", "H", "H", "H", "H", "H", "H", "H", "H", "H", "H", "H", "H", "H", "H", "H", "H", "H", "H", "H", "H", "H", "H", "H", "H"], "positions_angstrom": [[-0.71248, 0.01926, -0.14797], [-2.38619, -0.00199, 1.76948], [-2.01521, -1.90225, -1.19161], [0.37652, 1.98769, 0.52034], [0.86599, 0.06979, -1.90315], [0.33735, -1.96281, 1.26159], [0.70012, 2.06119, 2.29109], [-3.03528, -2.44710, 0.38791], [3.32060, 1.33708, -2.19058], [0.65210, -3.16834, 0.77553], [0.11302, 0.59972, -3.45041], [-3.70453, -1.29991, 1.09886], [1.33022, -4.12884, 1.50276], [2.91448, 3.00847, 0.01168], [1.71137, -3.83159, 2.80311], [4.08326, 3.09746, -0.73172], [4.28444, 2.26815, -1.82802], [-3.43912, -1.05199, -2.21348], [-3.50838, 1.58444, 1.67897], [-0.58331, 3.44641, 0.07411], [0.69768, -1.69443, 2.52089], [2.15040, 1.23761, -1.44297], [1.38449, -2.58847, 3.32292], [1.94701, 2.07352, -0.34397], [1.62817, -1.53397, -2.17999], [0.88615, -2.27574, -2.47513], [-3.82255, -0.17200, -1.70794], [1.13759, 3.03322, 2.53109], [0.40596, -0.72779, 2.91477], [4.83979, 3.81788, -0.45292], [0.90051, 0.71735, -4.19950], [3.49915, 0.69916, -3.04713], [-4.41780, -0.76262, 0.47608], [2.77534, 3.66750, 0.85947], [-0.21707, 1.95465, 2.87137], [-4.22127, -1.66227, 1.99007], [-2.97953, 2.39591, 2.17209], [-4.21840, -1.79713, -2.35793], [-3.02370, -0.78168, -3.18068], [1.64916, -2.31630, 4.33466], [-3.75182, 1.83007, 0.64930], [0.34102, -3.37989, -0.24236], [5.19764, 2.34288, -2.40244], [2.14752, -1.85846, -1.27866], [-0.59227, -0.14919, -3.81159], [-2.32248, -2.97723, 1.01954], [-3.77106, -3.16751, 0.02576], [0.00546, 4.33247, 0.32510], [-4.40917, 1.36209, 2.24871], [-1.52099, 3.48145, 0.62626], [-0.79069, 3.45776, -0.99620], [2.24588, -4.55722, 3.40100], [2.35173, -1.43221, -2.99247], [1.55062, -5.08861, 1.05769], [-0.39388, 1.55578, -3.32135], [1.40646, 1.27858, 2.56797]], "homo_lumo_gap_ha": 0.2719, "de_lowest_kcal_mol": 0.0, "lumo_energy_ev": -10.59, "charge": 3, "homo_ev": -17.989, "total_energy_ev": -174634.4971}